# C8H16

One molecule with the formula C8H16 in a non-equilibrium geometry (ωB97M-V with the def2-TZVPD basis set, OMol25).

Summary:
Largest force on an atom, eV/Å: 5.87
ΔE to the lowest compared entry with this formula, charge and spin, kcal/mol: 88.2
SMILES string: C=C(C(C)C)C(C)C

```
24
Properties=species:S:1:pos:R:3:forces:R:3
C 1.83292 -1.79136 -0.28901 -0.273 2.800 -0.716
C 0.78458 -0.86098 -0.22716 1.973 -0.331 1.974
C 1.10138 0.71424 -0.04458 -0.146 -0.298 -4.276
C 0.48497 1.43209 1.15150 4.121 0.470 1.536
C 0.66456 1.50212 -1.34271 -0.686 0.763 -3.583
C -0.68532 -1.24805 -0.04191 -1.480 -0.591 0.083
C -1.33481 -1.13214 1.41574 -1.693 2.239 -0.825
C -1.66391 -0.25585 -0.67876 1.212 3.260 -4.735
H 1.81655 -2.86183 -0.13330 -0.932 -0.091 -0.295
H 2.90534 -1.50143 -0.60472 -1.838 0.136 0.934
H 2.24450 0.79531 -0.14947 -1.658 -0.063 0.913
H -0.56228 1.72087 1.14642 0.291 -0.279 -0.048
H 1.18397 2.36733 1.41634 -1.755 -1.719 -0.830
H 0.83084 0.69188 1.89639 -1.219 0.700 0.810
H -0.42826 1.83793 -1.66332 1.832 -1.327 1.503
H 1.09005 2.51008 -1.38976 0.618 -0.116 0.531
H 1.03244 1.04620 -2.37039 -0.489 0.439 2.173
H -0.80569 -2.29917 -0.51597 -0.085 1.661 0.929
H -1.49772 -0.00422 1.57893 1.665 -1.631 0.598
H -0.81075 -1.70116 2.12559 0.615 -0.259 1.371
H -2.47430 -1.21162 1.57609 1.465 -1.472 -1.110
H -1.65565 0.83892 -0.23223 -0.318 -2.682 -0.466
H -1.41950 0.12259 -1.89493 -0.630 -1.755 3.294
H -2.63390 -0.71175 -0.72879 -0.590 0.143 0.235
```
Forces are in eV/Å.



# C5H8O2

One molecule with the formula C5H8O2 in a non-equilibrium geometry (ωB97M-V with the def2-TZVPD basis set, OMol25).

Summary:
Largest force on an atom, eV/Å: 1.52
ΔE to the lowest compared entry with this formula, charge and spin, kcal/mol: 132.0

```
15
Properties=species:S:1:pos:R:3:forces:R:3
C -0.41234 1.89714 -0.39271 1.034 0.785 0.334
C -0.62947 -0.46788 -0.08878 -0.702 -1.196 -0.364
C -0.98373 -1.49669 0.85971 0.253 -0.229 0.262
C 0.69768 -0.61518 -0.73464 -0.029 -0.170 -0.055
C 1.49160 0.21145 0.28393 -0.139 -0.286 -0.290
O 2.53726 -0.13833 0.76935 -0.874 0.761 -0.082
O 0.78892 1.31117 0.62058 -1.104 -0.042 -0.782
H 0.25666 2.21017 -1.17512 0.059 0.690 -0.137
H -1.31318 1.44689 -0.85028 1.151 -0.302 0.948
H -0.72096 2.65571 0.30533 0.166 0.519 -0.085
H -0.19431 -2.16167 1.22632 0.026 -0.124 0.133
H -1.66817 -1.17378 1.65095 0.091 -0.106 -0.202
H -1.60528 -2.05491 0.12727 -0.028 -0.144 0.124
H 1.11275 -1.62353 -0.80390 0.099 0.054 0.075
H 0.74762 -0.09420 -1.70156 -0.003 -0.209 0.120
```
Forces are in eV/Å.



# C4H17N2O2

A 3-piece molecular cluster, C4H17N2O2 overall in a non-equilibrium geometry (ωB97M-V with the def2-TZVPD basis set, OMol25).

Summary:
Charge: +1
Largest force on an atom, eV/Å: 1.53
ΔE to the lowest compared entry with this formula, charge and spin, kcal/mol: 24.7

```
25
Properties=species:S:1:pos:R:3:forces:R:3
N 0.00329 -1.65259 -0.54209 1.034 0.152 0.239
C 1.00193 -0.54020 -0.57597 -0.020 0.671 0.387
C 0.36160 0.60583 0.17310 -0.745 1.311 -0.263
N -0.93959 0.88736 -0.44778 -0.246 -0.092 -0.058
C -0.89009 1.70715 -1.66158 -0.342 -0.511 -0.026
C -1.87693 1.47437 0.49686 0.228 0.127 0.751
H -0.06554 -2.03106 0.40849 -0.475 -0.045 0.001
H 0.30662 -2.38739 -1.15504 -0.143 -0.586 -0.434
H -0.90054 -1.26045 -0.81434 -0.323 0.187 0.012
H 1.24885 -0.27949 -1.60133 -0.291 -0.081 -0.122
H 1.92003 -0.82177 -0.10350 0.412 -0.431 0.287
H 0.96014 1.52645 0.20225 0.381 -0.308 -0.313
H 0.18869 0.40246 1.23138 0.035 -0.520 -0.043
H -1.87320 1.59850 -2.10818 -0.080 0.185 -0.303
H -0.16431 1.33809 -2.38515 0.103 0.008 0.102
H -0.72665 2.76908 -1.47773 0.244 0.137 0.189
H -1.52879 2.43539 0.89842 0.094 0.091 -0.114
H -1.97539 0.81188 1.34961 -0.080 -0.182 0.207
H -2.87744 1.64403 0.11476 0.017 -0.160 -0.502
H 3.46211 1.56778 0.67631 0.051 0.229 0.018
H 4.35238 0.37855 0.98068 0.131 -0.041 -0.014
O 3.65197 0.67214 0.39098 -0.135 -0.171 0.036
H -1.56523 -3.51579 2.10546 -0.004 -0.073 -0.086
H -2.15073 -2.12097 2.21005 0.019 -0.023 -0.149
O -1.65672 -2.69421 1.60886 0.135 0.126 0.197
```
Forces are in eV/Å.



# C2H9N4

An isolated ion of composition C2H9N4 and charge +1 in a non-equilibrium geometry (ωB97M-V with the def2-TZVPD basis set, OMol25).

Summary:
Charge: +1
Largest force on an atom, eV/Å: 6.37
ΔE to the lowest compared entry with this formula, charge and spin, kcal/mol: 116.6
SMILES string: NN1C[C@]1(N)[NH3+]

```
15
Properties=species:S:1:pos:R:3:forces:R:3
N 2.11509 0.14673 0.60699 -1.999 -1.342 0.412
N 0.88437 0.59922 0.05038 3.441 0.411 -0.533
C 0.23045 0.42585 -1.28145 -0.489 -1.140 -2.375
C -0.32493 0.06814 -0.00569 -2.164 -5.562 2.216
N -0.78814 -1.61982 0.30311 1.156 3.446 -1.026
N -1.51436 0.76865 0.55709 0.573 0.190 1.031
H 2.82614 0.80179 0.45009 0.717 1.421 -0.308
H 2.46122 -0.75682 0.28847 -0.633 0.002 -0.239
H 0.21476 -0.41005 -2.13968 0.886 1.709 2.263
H -0.04495 1.40252 -1.62380 -0.040 0.289 -0.725
H -0.51345 -1.92306 1.25295 0.198 0.512 -0.684
H -0.25023 -2.16916 -0.38816 -0.329 0.393 0.619
H -1.51291 0.67794 1.62492 -0.533 0.177 -1.867
H -2.22186 0.23297 0.05920 -0.945 -0.071 0.747
H -1.56119 1.75509 0.24559 0.160 -0.436 0.468
```
Forces are in eV/Å.



# C24H32N5

C24H32N5 as an isolated structure in a non-equilibrium geometry (ωB97M-V with the def2-TZVPD basis set, OMol25).

Summary:
Charge: +1
Largest force on an atom, eV/Å: 4.07
ΔE to the lowest compared entry with this formula, charge and spin, kcal/mol: 51.9

```
61
Properties=species:S:1:pos:R:3:forces:R:3
C -6.24519 1.89427 -4.54741 -0.397 0.097 -0.290
N -5.38699 0.99641 -3.80422 -0.624 -0.311 -0.189
C -4.84474 -0.09945 -4.57366 0.282 -0.057 -0.298
C -4.86810 1.38631 -2.58725 0.445 0.932 1.592
C -5.69705 1.41823 -1.40803 0.542 -0.389 -0.953
C -5.13945 1.70036 -0.17524 0.579 -0.216 0.727
C -3.76042 2.05085 -0.02587 -0.870 0.537 -2.299
C -3.11698 2.29614 1.24983 -2.648 0.216 3.079
C -1.76669 2.80503 1.24485 2.854 1.476 1.492
C -1.00723 3.29015 2.31299 -1.708 -1.558 -1.963
C 0.38487 3.66077 2.15023 1.016 0.217 -0.380
C 1.13544 3.76510 3.32592 -0.570 -0.218 0.018
C 2.46714 4.09772 3.31310 1.203 0.537 0.544
C 3.14208 4.43086 2.12567 -1.376 -0.400 -0.500
N 4.43189 4.96495 2.14724 0.244 -0.321 0.522
C 5.61032 4.14587 1.97974 -0.199 0.123 -0.111
C 4.65395 6.39337 2.11409 -0.206 -0.466 -0.157
C 2.42372 4.24364 0.91353 -0.710 -0.176 0.913
C 1.06880 3.84889 0.91898 0.861 0.309 0.905
C -3.05866 2.31955 -1.24587 0.015 -0.785 1.090
C -3.54023 1.87601 -2.46240 -1.091 -0.377 0.072
H -6.64348 2.70846 -3.89468 0.283 -0.724 -0.549
H -5.68413 2.34779 -5.40186 -0.369 -0.078 0.499
H -7.07905 1.29390 -4.98228 0.340 0.624 0.261
H -4.32605 -0.81878 -3.90894 -0.327 0.384 -0.459
H -5.70271 -0.59175 -5.07677 0.542 -0.007 0.269
H -4.15154 0.23584 -5.38214 -0.225 -0.203 0.449
H -6.74798 1.09414 -1.48459 0.637 0.290 -0.012
H -5.78460 1.63736 0.72454 0.511 -0.065 -0.573
H -3.58667 1.76006 2.15844 2.250 -0.907 -2.112
H -1.17297 2.87348 0.28861 -1.266 -0.382 1.203
H -1.37361 3.32489 3.34706 -0.135 -0.036 -0.468
H 0.62346 3.54009 4.26269 0.254 0.170 -0.092
H 3.03130 4.17458 4.26239 -0.410 -0.028 -0.658
H 5.36363 3.07954 2.01911 0.056 0.264 0.000
H 6.08996 4.38050 1.02721 0.147 -0.216 -0.258
H 6.34400 4.38323 2.75306 0.041 -0.147 0.161
H 3.69397 6.90809 2.25358 0.423 0.022 -0.052
H 5.36191 6.66323 2.90577 -0.137 0.221 -0.029
H 5.10273 6.65237 1.14749 -0.080 0.406 0.021
H 2.93547 4.43699 -0.01681 -0.021 0.011 -0.147
H 0.58084 3.71127 -0.03008 -0.167 0.097 -0.167
H -2.08589 2.81328 -1.22374 -0.367 -0.419 -0.114
H -2.90562 1.90859 -3.33752 -0.085 0.178 -0.093
C -4.97238 4.49046 1.42562 -0.532 0.679 -1.631
C -6.05714 5.03272 2.39486 -0.141 1.087 -0.662
N -6.05963 4.00933 3.41430 0.096 -0.487 -0.076
C -6.50693 3.99823 4.80502 -0.117 0.906 -0.246
C -5.77254 2.77663 5.37079 -0.382 -0.562 0.509
N -4.78367 2.45998 4.35248 0.830 0.059 -1.338
C -4.98021 3.20831 3.23667 -0.379 0.587 0.820
N -4.31433 3.43408 2.13509 1.007 0.298 -0.075
H -5.43867 4.05365 0.50553 0.246 0.508 0.614
H -4.25589 5.27282 1.07917 -0.461 -0.580 0.391
H -5.75576 6.03558 2.78395 -0.333 -0.687 -0.048
H -7.02269 5.12217 1.85167 0.492 0.015 0.646
H -6.19858 4.94283 5.30529 -0.173 -0.545 -0.186
H -7.59648 3.90645 4.86852 0.252 0.033 0.031
H -5.28633 3.03788 6.31625 -0.103 -0.272 -0.154
H -6.44231 1.91325 5.51552 0.156 0.414 0.087
H -4.30483 1.58024 4.26743 0.005 -0.079 0.421
```
Forces are in eV/Å.



# C3H2N2O

One molecule with the formula C3H2N2O in a non-equilibrium geometry (ωB97M-V with the def2-TZVPD basis set, OMol25).

Summary:
Largest force on an atom, eV/Å: 3.90
ΔE to the lowest compared entry with this formula, charge and spin, kcal/mol: 64.9
SMILES string: N#CC1=N[C@@H]1O

```
8
Properties=species:S:1:pos:R:3:forces:R:3
N 1.68428 -2.65728 -0.18328 0.494 3.854 0.309
C 1.78415 -1.48363 -0.08719 -0.350 -1.745 -0.205
C 1.64716 -0.00929 -0.01909 2.729 -2.567 -0.971
N 1.88160 1.03124 0.64274 -0.150 -0.299 1.286
C 0.80967 1.02913 -0.38327 -1.773 -0.098 -1.020
O -0.40150 0.42769 0.13931 -2.902 1.694 -0.597
H 0.89380 1.82736 -1.16413 -0.641 -1.233 0.571
H -1.32524 0.54441 -0.28676 2.593 0.394 0.626
```
Forces are in eV/Å.